Formula: C19H56N10O7
Source: the OMol25 dataset
Level of theory: wB97M-V/def2-TZVPD

```
92
Properties=species:S:1:pos:R:3:forces:R:3
C 4.0456 -3.4511 6.5262 -0.78 1.78 0.83
O 3.8513 -2.3101 5.6480 1.01 -0.80 -0.83
C 4.9054 -2.1506 4.6821 0.37 0.01 -1.38
C 4.5227 -1.0933 3.5621 -0.65 0.07 1.89
C 5.6064 -0.6897 2.6236 0.54 -0.94 -1.01
N 4.1600 0.1592 4.2111 -1.15 -0.18 0.18
H 3.1327 -3.4890 7.1204 -0.25 -0.18 -0.26
H 4.7699 -3.1432 7.2803 0.65 -0.49 -0.22
H 4.2102 -4.4414 6.1016 0.30 0.34 -0.52
H 5.8906 -1.8551 5.0429 -0.07 0.56 1.06
H 5.1809 -3.1092 4.2425 -0.58 -0.42 -0.35
H 3.6044 -1.4733 3.1145 0.09 -0.03 -0.51
H 5.3481 0.1489 1.9770 -0.42 0.14 0.36
H 5.8425 -1.4809 1.9120 0.53 -0.20 0.23
H 6.4600 -0.3800 3.2264 0.33 -0.19 -0.23
H 3.5785 -0.1261 4.9861 -0.08 0.65 0.49
H 4.9697 0.6634 4.5431 0.09 -0.09 0.22
C 0.9280 -3.1342 0.5689 0.48 1.84 -0.45
O 1.6153 -2.3311 -0.4745 0.62 -1.43 2.16
C 0.7715 -1.4657 -1.1662 -1.10 -0.27 -0.45
C 0.1950 -0.2392 -0.3458 -0.50 -0.27 -3.93
C -0.4884 0.8110 -1.3507 -0.41 -2.04 0.46
N 1.1789 0.5378 0.2495 2.29 0.97 2.29
H 0.5032 -4.0766 0.2233 -0.09 0.25 -0.39
H 0.1936 -2.4456 0.9867 -0.50 -0.59 0.07
H 1.5918 -3.3388 1.4089 0.48 -0.02 -0.40
H 1.3288 -1.2187 -2.0698 0.18 0.77 0.14
H -0.0144 -2.1112 -1.5583 -0.84 0.31 -0.05
H -0.5054 -0.6739 0.3674 -0.21 0.50 0.11
H -1.2413 0.3202 -1.9674 -0.53 0.00 0.37
H 0.1843 1.1597 -2.1343 0.60 0.22 0.52
H -0.9081 1.6214 -0.7547 0.02 0.02 -0.29
H 1.8961 -0.0013 0.7133 -0.06 -0.41 0.41
H 1.7329 1.1089 -0.3725 -0.46 0.12 -0.47
C 1.6659 7.1437 -1.0958 0.36 0.23 -0.02
O 2.6243 7.3740 -0.1025 0.75 -0.01 1.32
C 2.6104 6.3702 0.9429 0.46 1.12 -0.09
C 3.7431 6.5377 2.0580 -1.01 -2.29 -0.94
C 5.0582 6.2481 1.3249 -0.25 -0.14 0.57
N 3.4212 5.5282 3.1538 0.61 1.45 -0.39
H 0.6769 7.3060 -0.6674 -0.33 -0.35 -0.29
H 1.8212 6.1613 -1.5419 -0.44 -0.38 0.09
H 1.8358 7.8515 -1.9072 -0.03 0.21 0.18
H 1.6294 6.3051 1.4136 -0.24 0.28 0.10
H 2.7648 5.4302 0.4132 0.24 -0.48 0.31
H 3.8271 7.5047 2.5540 -0.54 0.06 -0.27
H 5.9302 6.4463 1.9481 0.00 0.20 -0.11
H 5.0458 6.8439 0.4122 0.33 0.08 0.08
H 5.1126 5.1980 1.0381 -0.11 -0.09 -0.04
H 2.6190 5.8700 3.6636 -0.04 0.09 0.16
H 3.1808 4.5858 2.8815 0.23 0.00 -0.66
C -6.3180 -1.3010 -3.2114 -0.07 0.64 0.14
O -6.4572 -0.7851 -4.5409 1.15 -0.75 -0.20
C -5.1700 -0.4774 -5.2189 -1.58 1.63 0.85
C -5.3418 -0.6601 -6.7707 1.51 0.59 0.46
C -6.4587 0.1312 -7.4168 -0.14 0.05 0.82
N -5.4905 -2.0387 -7.0441 -0.67 -1.25 -0.21
H -5.7467 -2.2197 -3.0782 0.21 -0.17 -0.65
H -7.2924 -1.4895 -2.7608 -0.26 0.04 -0.54
H -5.8672 -0.5673 -2.5431 0.28 0.30 -0.04
H -4.9388 0.5509 -4.9409 -0.34 0.68 -0.40
H -4.3535 -0.9280 -4.6547 0.12 -1.25 -0.81
H -4.4418 -0.3671 -7.3113 0.52 0.39 0.54
H -6.3085 1.1694 -7.1208 -0.57 0.11 -0.02
H -7.3881 -0.3037 -7.0493 -0.31 0.53 0.09
H -6.4907 0.0754 -8.5049 0.41 -0.22 0.09
H -4.7660 -2.5147 -6.5259 0.13 -0.49 -0.11
H -6.3517 -2.2381 -6.5555 -0.35 -0.89 -0.01
N -0.9035 1.6644 4.2196 -1.28 4.41 -1.82
C -0.8839 0.6990 5.1054 -0.59 1.44 0.20
N -0.1848 -0.2365 4.5998 3.41 -5.66 -1.54
O -1.3984 0.7475 6.1706 -1.58 -0.08 3.19
H -1.4553 2.4609 4.5046 0.13 0.02 -0.58
H -0.6569 1.5055 3.2531 -0.29 0.44 0.27
H 0.3448 0.0162 3.7778 0.26 -0.78 0.39
H 0.0603 -1.0553 5.1379 0.04 0.21 -0.21
N -6.1743 -4.5208 2.3901 -2.74 -0.82 0.59
C -5.0174 -3.9208 2.2444 2.50 -1.51 -1.49
N -4.9736 -2.7161 2.7810 0.16 2.26 0.89
O -4.0759 -4.4508 1.6665 0.36 0.16 -0.09
H -6.3425 -5.4295 1.9825 -0.05 0.43 0.16
H -6.8889 -3.9342 2.7967 -0.46 -0.95 -0.28
H -4.0937 -2.2211 2.7540 -0.42 0.00 0.22
H -5.7691 -2.4181 3.3273 0.68 0.47 0.01
N 0.5930 -2.3760 -6.3640 2.59 3.05 -1.08
C 0.1107 -3.4813 -5.8752 -0.64 -2.70 0.64
N 1.0191 -4.2895 -5.2399 0.15 0.68 -0.11
O -1.0266 -3.8322 -6.0043 -2.37 -0.37 0.13
H 1.5962 -2.3993 -6.4786 -0.22 0.74 -0.17
H 0.0705 -1.6799 -6.8764 -0.11 -0.61 0.14
H 1.9841 -3.9957 -5.2909 -0.12 -0.91 0.54
H 0.6404 -5.1785 -4.9460 0.68 0.15 -0.05
```
Positions in Å, forces in eV/Å.

Summary:
SMILES = COC[C@H](C)N.COC[C@H](C)N.COC[C@H](C)N.COC[C@H](C)N.NC(N)=O.NC(N)=O.NC(N)=O
Energy above the lowest of the compared OMol25 structures with the same formula, charge and spin = 109.1 kcal per mole
HOMO = -0.3335 Eh
Multiplicity = 1

=====

Formula: C3H7N3Si
Source: the OMol25 dataset
Level of theory: wB97M-V/def2-TZVPD

```
14
Properties=species:S:1:pos:R:3:forces:R:3
C 1.1526 1.6394 -0.8673 -5.07 1.45 0.03
Si -0.0384 0.2621 -1.4328 2.07 -0.15 -0.18
N -0.4938 -0.5733 0.0471 2.44 -2.68 0.32
C 0.2783 -1.4549 0.8568 -0.32 -0.03 -0.84
N -0.3216 -1.6579 1.9923 -0.48 0.85 0.05
C -1.4293 -0.8548 1.8741 -0.70 -0.52 1.54
N -1.5905 -0.2734 0.7373 -0.31 1.30 -0.23
H 2.1315 1.3892 -1.0507 2.24 -0.57 0.14
H 0.8681 2.5840 -1.4210 0.53 -0.80 0.74
H 0.7401 1.7127 0.1820 1.35 0.39 -0.77
H -1.3317 0.5100 -2.0476 -0.08 0.29 -0.34
H 0.9800 -0.5911 -2.1776 -1.05 -0.13 0.11
H 1.1924 -2.0530 0.6403 -0.77 1.12 -0.53
H -2.1376 -0.6390 2.6670 0.13 -0.51 -0.04
```
Positions in Å, forces in eV/Å.

Summary:
SMILES = C[SiH2]n1cncn1
Energy above the lowest of the compared OMol25 structures with the same formula, charge and spin = 14.2 kcal per mole
HOMO = -0.3605 Eh
Multiplicity = 1

=====

Question: Among the records above, which one has the highest HOMO?
Answer: C19H56N10O7

=====

Question: Look up the HOMO of the second one.
Answer: -0.3605 Eh